Below is 7 unconnected molecules or ions with the total composition C26H71N5O9 in a non-equilibrium geometry, with properties calculated with wB97M-V/def2-TZVPD.

XYZ file:
```
111
Properties=species:S:1:pos:R:3:forces:R:3
C -34.115108 -6.462344 -3.944276 -1.07 0.10 0.67
O -34.360261 -7.273543 -2.798645 0.95 -0.20 -0.87
C -35.611653 -7.108725 -2.184609 0.48 -0.54 1.22
C -35.580217 -8.094852 -0.950834 -1.29 0.45 -1.03
N -35.816108 -9.492848 -1.315496 0.49 0.16 0.37
C -37.166704 -9.819238 -1.777343 0.76 -0.58 0.20
C -37.300053 -11.337992 -2.169118 -0.10 1.81 0.72
O -36.918538 -11.559657 -3.500122 -0.61 0.18 -0.12
C -36.802521 -12.930594 -3.864312 1.66 0.59 0.01
H -35.035140 -6.423964 -4.527538 -0.16 0.30 -0.21
H -33.348615 -6.815317 -4.634206 0.23 -0.50 0.60
H -33.851999 -5.467496 -3.584928 0.03 0.30 -0.29
H -36.438007 -7.305956 -2.867505 -0.09 -0.33 -0.20
H -35.765738 -6.084159 -1.846050 0.17 0.38 0.20
H -36.352366 -7.783688 -0.247227 -0.21 0.06 0.09
H -34.634407 -7.964688 -0.424925 0.14 -0.17 -0.26
H -35.184105 -9.660132 -2.085358 0.44 -0.34 -0.11
H -37.411464 -9.124788 -2.581044 -0.71 -0.33 -0.40
H -37.848480 -9.666457 -0.940722 -0.15 0.15 0.02
H -38.345890 -11.581175 -1.981514 -0.20 -0.40 -0.30
H -36.688889 -11.889239 -1.454480 0.17 -0.25 -0.04
H -35.926926 -13.314478 -3.340792 -0.23 -0.63 0.57
H -36.413289 -12.897191 -4.881902 -0.78 -0.24 -0.36
H -37.675910 -13.561510 -3.699326 -0.10 0.23 -0.12
C -38.934278 -16.974493 -7.081949 0.14 -0.52 -0.47
O -38.100561 -16.456121 -8.120407 -0.45 0.79 1.21
C -38.461750 -16.906075 -9.401410 0.51 0.71 0.04
C -37.597255 -16.093040 -10.346758 0.24 -0.13 0.38
N -37.783291 -14.653690 -10.185860 -0.61 -0.53 -0.12
C -36.812007 -13.797300 -10.826981 0.57 -0.77 -0.09
C -35.560888 -13.590140 -9.952038 -1.68 0.99 -1.23
O -36.089118 -12.824491 -8.865223 1.52 -0.16 -0.01
C -35.034191 -12.363947 -8.039123 -0.09 0.13 0.82
H -39.994383 -16.943832 -7.333635 -0.12 0.04 -0.37
H -38.860536 -16.438534 -6.135697 0.61 0.13 -0.23
H -38.637317 -18.017092 -6.968322 -0.26 -0.18 0.49
H -39.527013 -16.744302 -9.566178 -0.17 -0.23 -0.10
H -38.136588 -17.943022 -9.485756 -0.50 -0.40 -0.27
H -37.747128 -16.457785 -11.362930 -0.16 0.38 -0.21
H -36.605903 -16.433534 -10.047807 0.69 0.14 -0.18
H -37.721122 -14.436506 -9.201449 -0.40 -0.13 0.27
H -37.265031 -12.825600 -11.023623 0.11 0.12 0.10
H -36.538042 -14.218630 -11.794213 0.09 -0.08 -0.12
H -34.895690 -12.986222 -10.569203 0.50 0.23 0.25
H -35.055153 -14.521976 -9.699043 -0.08 -0.07 0.50
H -34.243784 -11.797529 -8.531582 -0.03 -0.05 -0.73
H -34.549751 -13.190426 -7.519160 -0.03 -0.19 0.11
H -35.425720 -11.667779 -7.297396 -0.35 -0.21 0.08
C -35.593534 -15.869483 -5.535219 -0.34 0.16 0.38
O -35.003832 -15.997612 -6.820423 0.58 -0.10 -0.02
H -35.355944 -16.691460 -4.859931 0.04 -0.44 -0.38
H -35.215160 -15.010160 -4.981599 0.08 0.36 -0.28
H -36.679208 -15.793679 -5.595833 -0.02 0.02 0.02
H -35.650237 -15.855173 -7.515738 -0.35 -0.05 0.24
C -33.502044 -16.253949 -2.781220 -0.65 -0.74 1.89
O -34.753614 -15.761261 -2.282280 0.31 1.17 -1.24
H -32.832487 -16.385928 -1.931288 0.48 0.34 0.11
H -33.641410 -17.289019 -3.093143 0.06 0.05 -0.86
H -33.041111 -15.567324 -3.491275 -0.43 -0.12 -0.16
H -35.102386 -16.257878 -1.538424 0.21 -0.56 0.24
C -30.179694 -20.515778 -2.681374 -1.59 -0.15 -1.26
C -29.569688 -19.410598 -3.562450 -0.13 0.28 1.30
C -30.593790 -18.401867 -4.167773 0.75 -1.39 -0.34
O -31.364047 -19.119224 -5.124502 -0.67 1.31 0.21
C -32.317333 -18.241966 -5.772582 0.34 -1.21 -0.07
N -28.635452 -18.782721 -2.644082 0.76 0.87 0.37
H -30.860625 -20.127884 -1.923768 0.39 0.46 0.37
H -29.479231 -21.219047 -2.230966 0.18 0.32 -0.21
H -30.902650 -21.053647 -3.294670 0.15 -0.47 -0.19
H -28.979622 -19.862574 -4.359714 -0.19 0.01 -0.20
H -30.051061 -17.609018 -4.682495 0.37 0.18 -0.16
H -31.177532 -17.884784 -3.406213 -0.39 -0.32 0.30
H -31.838677 -17.351804 -6.180746 0.15 0.10 0.01
H -33.142361 -17.948776 -5.123375 0.12 0.00 0.19
H -32.717334 -18.847432 -6.585918 -0.09 0.21 -0.07
H -29.126285 -18.392131 -1.852487 -0.28 -0.21 0.27
H -28.123902 -17.986506 -2.996860 0.09 0.03 -0.60
C -37.642646 -24.433308 -7.958772 0.25 1.47 0.07
C -36.454544 -23.445624 -7.589456 -0.27 -0.55 0.46
C -36.861763 -21.974790 -7.201132 -0.46 -2.03 0.38
O -35.713509 -21.154702 -6.960107 -1.68 0.69 0.42
C -36.126207 -19.820234 -6.459337 0.84 -0.58 -1.00
N -35.795850 -24.064204 -6.414673 -0.17 0.88 -0.26
H -38.452496 -24.278645 -7.245809 -0.09 0.24 0.05
H -37.431771 -25.497978 -7.858223 0.70 0.14 -0.04
H -38.041804 -24.273875 -8.960449 0.03 0.13 -0.05
H -35.700397 -23.326524 -8.367385 -0.24 -0.23 -0.63
H -37.493308 -22.118580 -6.324447 0.27 0.29 0.72
H -37.614783 -21.646854 -7.917731 0.53 0.79 -0.70
H -36.889803 -19.423887 -7.128617 -0.13 0.00 0.02
H -35.255136 -19.169470 -6.535723 0.08 -0.17 -0.15
H -36.456802 -19.735550 -5.424145 -0.17 -0.77 0.07
H -35.108165 -23.359969 -6.188353 0.46 -0.07 0.67
H -35.277931 -24.873641 -6.725572 0.09 -0.19 -0.03
C -33.115429 -11.974540 -2.369774 0.67 -0.86 0.81
C -33.081313 -11.271378 -3.679051 -0.24 0.91 -0.64
C -33.085030 -12.173263 -4.886178 -0.54 -2.17 -0.59
O -32.100878 -13.218055 -4.864592 0.98 0.45 -0.30
C -31.723425 -13.651453 -6.161039 0.33 -0.42 0.02
N -34.211440 -10.329951 -3.718588 0.58 0.02 -0.65
H -32.312705 -12.708369 -2.297495 0.06 -0.06 -0.05
H -34.037548 -12.537123 -2.223778 -0.18 0.02 -0.14
H -33.006743 -11.306502 -1.515361 -0.09 0.23 -0.18
H -32.202003 -10.651444 -3.853958 0.38 0.07 0.73
H -32.987887 -11.643671 -5.833909 0.03 0.53 0.02
H -34.000476 -12.761898 -4.945842 -0.76 0.42 0.05
H -32.480742 -14.228362 -6.691847 -0.55 0.09 0.14
H -30.870854 -14.328356 -6.106118 0.05 -0.03 0.55
H -31.381161 -12.858396 -6.825871 -0.19 0.53 0.09
H -34.177575 -9.871265 -4.617790 -0.13 0.45 -0.13
H -35.107015 -10.796468 -3.698356 -0.24 -0.52 -0.03
```
Forces are in eV/Å.

For the HOMO energy (alpha / beta), the calculation gives 0.681 / -6.511 eV. Its net charge is -1. As for the calculated total energy: -1983.87406 hartree. The calculation puts the LUMO energy (alpha / beta) at 2.3 / 2.2 eV. The multiplicity is 2. The HOMO-LUMO gap (alpha / beta) is 1.60 / 8.73 eV.